No. 1
Formula: C23H53FN5O10P2
Source: the Open Molecules 2025 dataset
Level of theory: the ωB97M-V functional and the def2-TZVPD basis

```
! wB97M-V def2-TZVPD RIJCOSX def2/J DEFGRID3
* xyz 1 1
H 0.2406 -3.4171 0.8363
H 2.3502 -0.0297 4.8213
H -5.0070 2.9159 1.3950
H -5.1929 3.7317 7.2795
C 1.1065 3.0736 1.2830
H 3.2058 2.7520 1.3400
C 1.2102 0.1046 3.1872
N 0.2195 0.6770 1.3576
H 1.1452 -1.6096 -3.1657
H -2.7437 1.3543 3.7480
H 2.7527 4.2055 0.4142
H 0.3240 3.3984 0.6006
O -1.5619 -3.3638 -6.1092
H 0.5092 -1.8865 5.0229
H -1.0217 -0.8898 -4.5318
H 0.1436 -1.2401 -0.6279
H 0.4680 -3.2734 -6.1516
H 3.9839 -1.8498 4.2431
O -3.6311 3.0230 6.0868
F -1.3833 -1.6400 1.3732
H 1.0092 -3.4056 2.3871
H -5.6574 4.3231 2.2607
O -1.0806 -0.3121 -1.9756
H -0.6644 1.6959 -0.2646
N 1.6937 -0.5402 4.2479
H 2.4450 1.2564 -0.3302
H 2.5328 -2.9953 0.3530
H 3.7062 -3.5800 4.4939
H -6.1122 -3.7074 -5.7632
H 2.0107 -1.3115 0.4281
H 1.9422 -2.4033 -1.7895
H -2.6270 -0.3700 -3.9893
C 3.7431 -2.6085 4.9844
H -3.8990 4.1575 2.0286
H -5.4313 2.0843 6.6373
H 2.5220 2.5049 -3.2704
C -5.1540 -3.8415 -6.2557
H -1.0791 1.9517 3.9155
C 0.9225 1.7070 1.8257
H -0.2886 -3.4863 -7.7446
H 2.7945 -2.0714 1.8059
C -4.8302 3.6210 2.2045
C 0.7557 -2.7672 1.5439
O -2.5600 -1.1710 -5.8730
N 0.3721 -0.3784 2.2426
O 2.9872 -0.8418 -2.5705
H 1.6281 2.5346 -1.2339
H 0.7931 0.2212 -1.4908
H 2.4291 -1.6441 6.4395
C 2.0857 -2.2384 0.9940
P -4.0217 3.5600 4.6350
H -0.3290 -1.8940 -6.9454
H -4.2550 2.3707 7.9285
H -2.0019 2.2817 2.4264
N 1.4234 -1.8901 4.5757
C 2.4984 3.1688 0.6214
H -1.7372 -0.9589 -1.6981
H -1.5752 0.3650 0.3712
C -0.3602 -2.9713 -6.7902
C 3.5650 2.3555 -2.9891
H 2.5351 -2.6732 -3.4405
C -0.2197 -1.7089 2.0825
C -2.0822 -1.1395 -4.5317
H -0.4889 -2.0326 3.0834
H 1.1059 3.7557 2.1323
O -4.4256 4.9632 4.7216
C -2.0690 2.1799 3.5145
C 2.5169 2.3055 -0.6388
H 4.2555 3.3894 -1.2376
H 4.3152 1.2985 -4.6830
O -4.7632 2.8440 3.4126
O -2.5007 3.4094 4.0671
H 3.1939 -0.6627 -4.6091
N 1.5538 1.3694 2.9524
C -0.0593 -0.2357 -0.9937
C -4.7034 2.7908 7.0336
C 3.8036 2.4226 -1.4672
H 1.9495 -3.2877 5.9723
H 4.9708 0.6760 -3.1840
H 4.4980 -2.6661 5.7641
C -0.5653 0.6879 0.1224
O -2.9027 -2.4805 -8.0425
H -4.6541 -4.7087 -5.8258
C 2.1101 -1.9318 -2.7567
P -2.8849 -2.5910 -6.5824
C 4.0629 1.0626 -3.6468
H 4.1421 3.1679 -3.4312
C 3.0045 -0.0282 -3.7353
O -4.3878 -2.6343 -6.0363
H 4.5097 1.6514 -1.1642
H -2.2172 -2.0981 -4.0252
H 2.0248 0.4456 -3.8910
H -5.3121 -3.9943 -7.3224
C 2.3701 -2.3539 5.6073
*
```

Results
* E_tot: -73925.9773 eV
* frontier orbital gap: 9.45 eV
* E_LUMO: -2.3487 eV

Charges per atom according to Mulliken partitioning, unit e: 0.478 0.354 0.238 0.342 -1.016 0.391 0.094 1.588 0.030 0.372 0.531 0.467 -0.333 0.253 0.221 0.438 0.217 0.281 -0.276 -0.372 0.364 0.277 -0.384 0.389 -0.096 -0.757 0.435 0.284 0.235 -0.158 -0.025 0.403 -0.947 0.313 0.323 0.399 -0.724 0.257 0.036 0.297 0.134 -0.642 -0.472 -0.386 0.341 -0.321 0.258 -0.286 0.376 -0.593 0.941 0.329 0.232 0.124 -0.302 -1.174 0.398 0.580 -0.636 -0.825 0.443 -0.072 -0.745 0.298 0.395 -0.685 -0.461 0.816 0.429 0.412 -0.314 -0.343 0.522 -0.671 -0.275 -0.736 -0.729 0.383 0.362 0.352 -1.507 -0.688 0.316 -0.384 1.055 -1.088 0.410 -0.214 -0.262 0.483 0.316 0.173 0.337 -0.621



No. 2
Formula: C4H4O12Zn
Source: the Open Molecules 2025 dataset
Level of theory: the ωB97M-V functional and the def2-TZVPD basis

```
! wB97M-V def2-TZVPD RIJCOSX def2/J DEFGRID3
* xyz -2 1
O 1.3876 5.9008 0.0790
O 3.9650 -1.8955 -2.0887
C 4.0572 -1.9378 -0.8122
O -3.9950 -0.5657 5.0300
Zn -0.6870 -0.1801 0.3607
O -2.3908 -1.1147 -3.0674
O -3.5601 0.4301 3.0565
O 1.1026 3.7236 -0.1939
O -3.3550 -2.9921 -3.9889
O -2.0606 -0.7517 4.0058
H -3.2280 -3.8710 -3.6242
C -2.7483 -2.3310 -3.0047
H 4.9233 -1.9529 -2.0891
C 1.8858 4.7112 -0.1970
O 3.1477 -1.6673 -0.0248
H -3.3103 -0.9934 5.5495
O 5.2119 -2.2396 -0.5124
O -2.4635 -2.8614 -1.9195
C -3.2144 -0.2830 4.0068
O 3.1106 4.5486 -0.4250
H 2.2214 6.3230 -0.1406
*
```

Results
* E_tot: -77195.8898 eV
* frontier orbital gap: 2.44 eV
* E_LUMO: -0.7576 eV

Charges per atom according to natural (NBO) partitioning, unit e: -0.698 -0.706 0.917 -0.703 0.829 -0.673 -0.717 -0.661 -0.690 -0.738 0.482 0.912 0.491 0.907 -0.648 0.482 -0.771 -0.677 0.913 -0.733 0.478



No. 3
Formula: C3H6ClN2O
Source: the Open Molecules 2025 dataset
Level of theory: the ωB97M-V functional and the def2-TZVPD basis

```
! wB97M-V def2-TZVPD RIJCOSX def2/J DEFGRID3
* xyz 1 1
H 0.3260 1.0385 -1.4721
C -0.5485 1.3525 -1.0657
Cl -1.2037 2.9113 -1.4074
H 0.7732 0.8961 0.0591
C -0.5672 -0.5495 0.2553
H -2.3006 0.6315 -0.4533
H -0.9671 -2.2301 1.2177
C 0.6828 -0.1060 0.4800
N -1.3018 0.5690 -0.3574
O -1.3782 -1.6635 0.4225
N 1.8738 -0.8287 0.5943
H 1.8917 -1.6940 1.1979
H 2.7196 -0.3271 0.5291
*
```

Results
* E_tot: -20748.5959 eV
* frontier orbital gap (spin up / spin down): 7.25 / 7.25 eV
* E_LUMO (spin up / spin down): -5.5621 / -5.5624 eV
* SMILES string: N/C=C(O)/[NH+]=C/Cl

Charges per atom according to natural (NBO) partitioning, unit e: 0.238 0.146 0.152 0.197 0.351 0.463 0.521 -0.021 -0.443 -0.643 -0.789 0.416 0.411



No. 4
Formula: C20H68N6O14
Source: the Open Molecules 2025 dataset
Level of theory: the ωB97M-V functional and the def2-TZVPD basis

```
! wB97M-V def2-TZVPD RIJCOSX def2/J DEFGRID3
* xyz 0 1
O 3.2841 -3.9161 1.1768
H 3.1625 3.9999 -1.0940
H 4.6223 1.1149 1.9835
H 1.9756 0.9767 -3.5670
H -2.4314 3.3898 -4.1572
H 2.3281 3.0157 -2.2751
H 4.4389 -2.8577 1.2680
H 2.2643 5.5140 -2.5136
N -1.8117 2.6169 -4.3258
O -7.1413 -3.2726 0.0762
O 1.4906 3.1483 -0.4188
H 0.8179 0.7697 0.6749
N 5.4596 0.0715 0.9271
H -3.4563 -1.8835 -1.9840
H -0.6520 -5.1141 1.8081
H 2.0992 -6.4670 -0.6113
H -1.0011 -2.1129 -3.8180
N 2.6617 -5.9121 0.0606
H 0.4531 6.2131 1.0424
C -0.7880 2.3343 -3.5122
H -2.5743 -3.5769 2.3364
H -0.9473 3.2293 2.3477
O 0.5313 -0.7441 2.9298
H -2.1314 2.9941 1.0842
H -0.7981 4.8514 -0.3351
O -5.1279 1.0219 -0.2493
H 2.7911 3.9440 1.8271
H -7.9126 -2.9968 -0.4294
C 2.4568 -4.6791 0.3695
H -1.7137 2.3018 -5.2219
H 0.7485 -2.0759 -3.6987
H -1.5459 -2.2312 2.6637
H 2.8831 3.7414 3.4970
H -0.5843 2.6197 0.6447
H 0.6375 4.9853 -2.3301
H -3.3165 0.9611 -2.1182
H 2.3614 -0.9539 3.8349
H -1.6008 5.5180 1.0999
C -1.1799 0.1043 0.3809
H 0.4010 -2.2649 -1.4498
C -2.9180 -0.0468 -2.3644
C 1.5744 -1.6159 3.3738
O -1.3939 -2.9709 0.7175
C 2.4872 3.2925 2.6365
C -0.2261 -1.9065 -3.1638
C 0.2939 0.0650 0.0613
O -3.7170 -1.0344 -1.7135
H -4.6265 -4.1084 0.4921
H -0.2552 -0.8155 -2.9062
C -0.8005 4.8490 0.7691
O 4.2718 1.7997 2.5800
C 2.9397 0.1799 -2.2411
H 2.5770 0.8432 -1.4539
H 0.4533 -3.9080 2.4672
N 1.4248 -4.1772 -0.1987
H 0.6389 -4.6826 -0.6945
H 1.2198 -2.3682 4.0925
H -0.7523 -4.5883 3.5544
C -0.5829 -4.2721 2.5042
O 0.3015 1.5407 -3.7500
H -5.0095 -2.9937 1.8511
C -5.9786 -2.5002 -0.1305
O 2.8891 0.8728 -3.4592
H 0.3865 0.4999 -0.9079
H 1.4439 3.3438 2.6588
C 4.7274 -0.9727 0.8082
H 0.4429 -0.6862 1.9789
H 2.4985 1.1915 3.1635
H -2.8486 -0.2327 -3.4200
H 1.3832 3.7219 0.2823
H -6.2860 -1.4793 0.1905
N -0.8616 2.8921 -2.3386
H 2.1459 -2.1011 2.5379
H -4.5248 0.5068 -0.7301
C -1.1046 3.3626 1.2172
O 0.4570 5.2792 1.2160
C -4.8588 0.8430 1.1452
O -0.3195 -2.5695 -1.9643
H -0.0937 2.8873 -1.6613
C -4.8183 -3.0588 0.7413
H -3.9459 -2.5193 0.5335
H -5.8574 -2.5063 -1.2206
H -3.9610 1.3840 1.2768
H 1.6206 5.8080 -0.9843
O 0.8628 -1.2371 0.1289
H -0.6466 -2.4000 0.6472
H 1.8278 -1.1630 0.2226
H 2.6473 1.5288 1.4341
C -1.6162 -3.2091 2.1049
H -1.3520 0.0833 1.4423
N 5.1377 -2.1013 1.1644
O 3.4403 -0.8848 0.3732
H 6.1077 -2.3213 1.2301
C 2.2077 3.7262 -1.4711
H -1.7420 -0.6712 -0.0824
H 6.4784 0.0178 1.2740
C 1.6262 5.0614 -1.8347
H 5.2093 0.9389 0.4393
H -4.7679 -0.2155 1.3892
H 2.2866 -0.6406 -2.3276
H -1.7121 0.9357 -0.0766
H -1.9291 -0.1394 -2.0256
H 3.9106 -0.1664 -1.9576
C 2.8692 1.8652 2.4237
H -5.5862 1.4550 1.7450
H 1.1908 -3.2108 0.0936
H -1.6639 3.5025 -2.1352
H 3.6227 -6.1808 0.3275
*
```

Results
* E_tot: -59443.9704 eV
* frontier orbital gap: 9.35 eV
* E_LUMO: 0.2455 eV

Mulliken atomic charge list, values in e, 99 entries: -0.842 0.419 0.378 0.578 0.167 0.251 0.390 0.652 -0.359 -0.576 0.636 0.278 -0.539 0.327 0.268 0.205 0.466 -0.421 0.288 0.432 0.443 0.310 -0.581 0.272 0.118 -0.642 0.165 0.308 0.510 0.298 0.234 0.145 0.562 -0.682 0.135 0.262 0.310 0.520 -2.345 -0.017 -0.407 -0.836 -0.567 -1.543 -0.182 -1.056 -0.471 0.411 -0.327 -0.511 -0.757 0.184 -0.273 0.014 0.226 0.325 0.333 0.404 -1.012 -0.704 0.362 -0.116 -0.690 -0.126 0.204 0.236 -0.153 0.026 0.601 -0.725 0.139 0.524 0.142 0.356 0.037 -0.513 0.270 -0.458 -0.741 -0.482 -0.161 0.188 -0.348 0.160 3.641 -0.279 -0.172 -0.948 0.001 0.872 -0.306 -0.544 0.191 -0.174 0.839 0.176 -1.214 0.419 0.012



No. 5
Formula: C5H10O2
Source: the Open Molecules 2025 dataset
Level of theory: the ωB97M-V functional and the def2-TZVPD basis

```
! wB97M-V def2-TZVPD RIJCOSX def2/J DEFGRID3
* xyz 0 1
C 0.7963 -0.4367 0.5623
C -2.1987 0.6604 -1.2099
H 2.4459 -0.8077 -0.7847
O 1.5030 1.3370 2.0538
O -0.1377 -0.3272 -0.4897
H 1.4186 1.6207 0.0445
H -1.2666 0.9380 0.7084
C -1.4006 0.1362 -0.0347
H 1.6491 -2.2729 -0.1775
H -1.9322 -0.6870 0.4677
H -2.2912 -0.1046 -1.9852
C 1.9817 -1.2675 0.0939
C 1.2775 0.9600 0.9306
H 0.3416 -0.8931 1.4541
H 2.7265 -1.3415 0.8931
H -1.7101 1.5374 -1.6446
H -3.2032 0.9487 -0.8822
*
```

Results
* E_tot: -9441.4056 eV
* frontier orbital gap: 10.67 eV
* E_LUMO: 1.0229 eV
* SMILES string: CCO[C@@H](C)C=O

Charges per atom according to natural (NBO) partitioning, unit e: -0.009 -0.622 0.216 -0.511 -0.533 0.110 0.165 -0.064 0.228 0.168 0.216 -0.617 0.420 0.185 0.223 0.211 0.214



No. 6
Formula: C17H18F3NO4S
Source: the Open Molecules 2025 dataset
Level of theory: the ωB97M-V functional and the def2-TZVPD basis

```
! wB97M-V def2-TZVPD RIJCOSX def2/J DEFGRID3
* xyz 0 1
S 0.1480 0.6273 -0.5932
C -4.5962 -2.6417 -0.9828
F 4.5277 -0.7388 2.1147
H -3.0851 -0.9562 0.6138
H 4.3072 1.8803 -2.8636
H 0.4678 2.8280 0.3705
H -4.8751 -1.8950 -1.7293
C 3.8632 1.3348 -2.0458
C 4.1017 -0.0658 -0.1104
H -5.9163 -1.7674 0.4886
H 2.2611 -0.6569 0.8515
H -2.0206 4.2891 0.4219
C -0.0835 1.9476 0.6817
H 5.7463 0.6519 -1.2787
C 4.9645 -0.8410 0.8496
H -2.4764 -2.2001 -1.0963
C -3.6700 2.7927 0.5123
H -2.6526 -3.8617 0.7377
C -1.5412 2.1778 0.7041
C -4.6222 0.3758 0.6239
H -3.3554 -5.0387 -0.3762
H -4.6397 -2.7931 1.1823
H -5.2453 -3.5097 -1.1171
O -0.2472 -0.6356 -0.0388
O -2.2933 1.0659 0.7919
F 4.9866 -2.1531 0.5614
C -2.3404 3.2725 0.5251
N -4.0901 -0.8645 0.6472
C 2.7226 -0.0920 0.0566
H 1.8263 1.8400 -2.5583
C -2.6839 -4.1855 -0.2992
H -3.0512 -3.3899 -2.2544
C 2.4874 1.3222 -1.8812
C 1.9358 0.6098 -0.8335
O -5.8127 0.6196 0.5728
H 0.3026 1.5387 1.6124
H -4.5678 3.3623 0.3933
O -0.4714 1.0591 -1.8115
C -3.5891 1.4344 0.6681
H -1.6836 -4.5088 -0.5769
F 6.2400 -0.4314 0.8510
C 4.6737 0.6435 -1.1594
C -4.8656 -2.0558 0.4069
C -3.1417 -3.0578 -1.2174
*
```

Results
* E_tot: -46589.1171 eV
* frontier orbital gap: 8.89 eV
* E_LUMO: -0.0493 eV
* SMILES string: CCCCNC(=O)c1ccc(CS(=O)(=O)c2cccc(C(F)(F)F)c2)o1

Charges per atom according to natural (NBO) partitioning, unit e: 2.155 -0.399 -0.321 0.412 0.228 0.256 0.210 -0.210 -0.143 0.236 0.254 0.230 -0.665 0.237 0.973 0.203 -0.246 0.197 0.260 0.634 0.200 0.191 0.201 -0.938 -0.406 -0.319 -0.274 -0.607 -0.193 0.247 -0.609 0.205 -0.189 -0.244 -0.615 0.251 0.247 -0.932 0.175 0.213 -0.320 -0.152 -0.229 -0.403



Question: E_tot of number 6 (C17H18F3NO4S)?
Answer: -46589.1171 eV